An isolated ion of composition C4H8N3S and charge +1 at a distorted geometry. Source: OMol25; level of theory: ωB97M-V/def2-TZVPD.

The geometry in XYZ format:
```
16
Properties=species:S:1:pos:R:3:forces:R:3
C -0.6023 2.9185 -0.7886 1.20 0.50 -2.89
C -0.2514 -1.2102 0.1977 -2.13 -1.88 -1.02
C 0.2563 1.7162 -0.6288 -1.60 1.72 0.10
C 0.8319 -2.3030 0.1108 0.45 0.36 1.01
N 0.1411 -0.5602 -1.0948 -0.72 -0.71 -1.39
N 0.3199 0.6101 -1.1889 0.05 -1.74 0.11
N -0.5032 -0.3367 1.2716 0.76 0.37 2.47
S 1.0401 2.9526 0.0632 0.58 1.49 0.67
H -0.6043 3.4012 -1.8769 -0.01 -1.07 2.57
H -1.5113 2.9682 -0.2384 -0.41 0.16 0.61
H -1.2738 -1.7726 0.0614 1.91 1.15 -0.66
H 1.8158 -1.8480 0.0528 0.28 0.17 0.40
H 0.8113 -2.9160 -0.8040 -0.73 0.14 0.62
H 0.7320 -2.8315 1.0489 0.31 -0.72 -0.05
H -1.4028 -0.5392 1.7482 0.88 0.31 -0.76
H 0.2009 -0.2494 2.0658 -0.83 -0.25 -1.79
```
Positions in Å, forces in eV/Å.

## Properties
Frontier orbital gap: 0.3380 Eh
Total energy: -719.26951 Ha
F_max: 3.16 eV/Å
Total charge: +1
HOMO level: -13.95 eV

C10H21CuN5 as an isolated structure. Source: OMol25; level of theory: ωB97M-V/def2-TZVPD.

The geometry in XYZ format:
```
37
Properties=species:S:1:pos:R:3:forces:R:3
Cu -0.0066 -0.0546 0.2142 0.24 -0.77 -0.07
C 1.0756 -2.3636 1.3693 0.26 0.02 0.02
C 2.3432 -1.7983 0.7346 -0.17 -0.10 0.04
N 2.0882 -0.4122 0.2802 -0.30 0.42 0.31
C 2.5314 -0.0901 -1.0867 -0.03 -0.05 -0.28
C 1.6633 -0.7995 -2.1356 0.18 0.10 0.17
N 0.2228 -0.6520 -1.8403 -0.35 0.40 0.15
C -0.5624 -1.9019 -1.9145 -0.01 -0.11 0.12
C -0.1710 -2.8227 -0.7609 -0.06 0.07 -0.28
N -0.0933 -2.0544 0.5088 -0.24 0.49 0.18
H 0.9066 -1.8775 2.3320 -0.04 -0.05 0.01
H 1.1689 -3.4371 1.5444 -0.04 0.00 -0.01
H 2.6545 -2.3974 -0.1201 0.01 0.01 -0.01
H 3.1561 -1.8356 1.4587 0.03 0.02 -0.03
H 2.4816 0.2574 0.9326 0.23 -0.08 -0.05
H 3.5765 -0.3634 -1.2512 0.00 0.01 0.05
H 2.4476 0.9903 -1.2158 0.02 0.00 0.05
H 1.9066 -1.8602 -2.1738 -0.01 -0.01 -0.02
H 1.9071 -0.3877 -3.1143 -0.04 -0.03 -0.03
H -0.1925 0.0441 -2.4488 0.07 -0.10 -0.17
H -0.4299 -2.4182 -2.8678 0.03 -0.01 0.01
H -1.6178 -1.6376 -1.8271 0.01 0.03 -0.04
H 0.7954 -3.2876 -0.9445 0.02 0.00 0.04
H -0.9011 -3.6268 -0.6762 0.04 -0.03 0.05
H -0.9438 -2.2018 1.0483 0.03 -0.16 -0.01
C -3.4864 4.0305 0.7239 -0.30 0.17 -0.14
N -2.3530 3.1636 1.0344 0.06 -0.16 -0.12
C -1.5555 3.2307 2.1486 0.18 -0.14 0.17
C -0.6341 2.2395 2.0301 0.00 0.20 0.04
N -0.8582 1.5707 0.8437 -0.01 -0.18 -0.30
C -1.9135 2.1619 0.2750 0.13 0.07 0.05
H -3.5980 4.7699 1.5103 0.05 -0.03 0.03
H -4.4012 3.4456 0.6556 0.04 -0.04 0.07
H -3.3233 4.5431 -0.2216 0.09 0.00 0.03
H -1.7047 3.9561 2.9299 -0.05 0.02 -0.06
H 0.1684 1.9824 2.6995 -0.03 -0.01 0.00
H -2.3476 1.8941 -0.6747 -0.04 0.03 0.03
```
Positions in Å, forces in eV/Å.

## Properties
Frontier orbital gap (spin up / spin down): 0.3791 / 0.2509 Eh
2S+1: 2
Total energy: -2307.36739 Ha
F_max: 0.81 eV/Å
Total charge: +2
HOMO level (spin up / spin down): -15.94 / -15.93 eV

One molecule with the formula C4H3ClO at a distorted geometry. Source: OMol25; level of theory: ωB97M-V/def2-TZVPD.

The geometry in XYZ format:
```
9
Properties=species:S:1:pos:R:3:forces:R:3
C -1.4170 -0.5657 0.3091 1.68 -1.93 0.25
C -1.0249 0.4484 -0.4466 5.05 -1.86 0.19
C 0.7860 0.5086 -0.8559 -7.10 0.53 -1.35
C 1.6742 0.1711 0.0019 2.75 0.98 2.11
Cl 2.8627 -0.9893 0.3315 -0.39 0.19 0.26
O 1.5758 1.4245 0.3833 0.79 -1.52 0.18
H -2.4253 -0.9570 0.4840 0.12 0.91 0.01
H -0.6071 -1.3110 0.7227 -1.63 1.62 -0.92
H -1.4243 1.2705 -0.9300 -1.26 1.08 -0.74
```
Positions in Å, forces in eV/Å.

## Properties
Frontier orbital gap: 0.3244 Eh
Total energy: -689.41677 Ha
F_max: 7.25 eV/Å
SMILES: C=CC1=C(Cl)O1
HOMO level: -8.95 eV

A 5-piece molecular cluster, H10O5 overall. Source: OMol25; level of theory: ωB97M-V/def2-TZVPD.

The geometry in XYZ format:
```
15
Properties=species:S:1:pos:R:3:forces:R:3
O -0.9149 0.2709 -3.0022 0.10 -0.32 -0.23
H -0.9481 -0.0507 -2.0932 -0.14 0.05 -0.05
H -0.9583 -0.5165 -3.5627 -0.06 0.24 0.19
O -1.7859 2.0172 0.3362 0.39 -0.48 -0.17
H -1.9452 1.1904 0.8112 -0.09 0.27 0.00
H -1.0462 1.7612 -0.2453 -0.31 0.21 0.21
O 1.8930 0.2358 1.7392 -0.04 -0.37 0.58
H 2.1309 0.7998 2.4831 0.02 0.10 -0.17
H 1.4844 -0.5519 2.1499 0.01 0.27 -0.41
O 0.1298 -2.0432 1.3388 0.19 -0.20 0.08
H -0.8225 -1.9345 1.2729 -0.04 0.02 0.04
H 0.4544 -1.8084 0.4589 -0.14 0.16 0.05
O 0.3996 0.1335 -0.5295 0.16 -0.09 -0.23
H 1.0080 0.4123 0.1831 -0.07 -0.09 0.05
H 0.9210 0.0842 -1.3405 0.01 0.23 0.08
```
Positions in Å, forces in eV/Å.

## Properties
Frontier orbital gap: 0.4188 Eh
Total energy: -382.19746 Ha
F_max: 0.69 eV/Å
SMILES: O.O.O.O.O
HOMO level: -11.05 eV

A 16-piece molecular cluster, C19H70BBrO17P overall at a distorted geometry. Source: OMol25; level of theory: ωB97M-V/def2-TZVPD.

The geometry in XYZ format:
```
109
Properties=species:S:1:pos:R:3:forces:R:3
C -0.8516 1.0701 0.9914 0.03 0.48 0.00
C -0.4907 0.2418 1.9493 0.39 -0.33 -0.54
C 0.1142 -1.1030 1.5393 -0.70 0.48 0.44
P 1.9670 -0.9844 1.4637 -0.75 -1.49 0.58
Br 2.8091 -2.2479 3.1055 -0.29 0.57 -0.96
B 2.6788 0.8309 1.6666 0.82 1.86 0.78
O 2.1741 1.9194 1.0205 0.37 -1.08 -0.53
O 3.7234 0.9765 2.5246 -0.29 -0.61 -0.56
C 4.9340 0.3604 2.0572 1.05 -0.39 0.06
H -0.7243 0.7895 -0.0536 -0.31 0.41 0.08
H -1.2166 2.0483 1.2942 -0.15 -0.12 -0.59
H -0.5958 0.5618 2.9811 0.17 -0.56 -0.01
H -0.2439 -1.3977 0.5421 0.35 0.14 0.15
H -0.2489 -1.8837 2.2203 0.81 -0.08 -0.10
H 2.4801 -1.4874 0.2407 -0.25 -0.15 0.35
H 2.3567 1.8391 0.0681 -0.60 0.42 0.09
H 5.4880 1.0324 1.3856 -0.35 0.01 0.24
H 5.5861 0.1228 2.9050 -0.35 0.15 -0.08
H 4.7838 -0.5845 1.5033 -0.23 0.25 0.20
C 6.0953 -3.7367 0.7013 -0.24 -0.02 0.19
O 5.4059 -4.8591 1.2505 0.06 -0.01 0.06
H 7.0197 -4.0820 0.2443 -0.05 -0.02 -0.04
H 5.4736 -3.2569 -0.0611 0.16 0.10 -0.08
H 6.3298 -3.0223 1.4971 0.11 0.11 -0.12
H 4.5943 -4.5267 1.6462 0.03 -0.17 0.03
C -2.1563 3.6150 -1.7250 -0.25 0.05 0.15
O -2.8957 2.5161 -1.1961 0.09 -0.06 0.19
H -1.2259 3.2375 -2.1479 -0.02 -0.10 0.06
H -2.7326 4.1096 -2.5065 0.12 0.09 -0.01
H -1.9268 4.3270 -0.9263 0.13 0.09 -0.10
H -3.7145 2.8745 -0.8280 0.00 -0.07 -0.08
C -5.1814 2.6937 -3.3474 -0.19 0.25 -0.23
O -4.6940 4.0087 -3.6066 -0.03 0.03 0.09
H -4.3378 2.0122 -3.2899 0.02 0.07 0.00
H -5.7205 2.6791 -2.3956 -0.01 -0.21 -0.01
H -5.8437 2.3820 -4.1590 -0.04 -0.16 0.09
H -5.4610 4.5938 -3.6549 0.16 0.09 -0.28
C 0.8053 -0.1166 6.1028 0.16 -0.04 -0.12
O 0.3805 -0.1140 4.7336 -0.02 0.00 0.03
H -0.0481 0.1279 6.7296 -0.01 -0.01 -0.07
H 1.1795 -1.1062 6.3743 0.01 0.04 0.13
H 1.5867 0.6310 6.2511 -0.01 -0.03 0.13
H 1.1483 -0.3324 4.1954 0.01 0.00 0.26
C -1.1452 -4.3902 0.6561 0.12 -0.25 -0.27
O 0.2219 -3.9660 0.6261 0.27 0.17 0.07
H -1.7296 -3.6417 1.1879 0.07 0.03 0.00
H -1.5234 -4.4845 -0.3632 -0.19 0.04 0.08
H -1.2272 -5.3467 1.1751 -0.13 0.04 0.04
H 0.7198 -4.6407 0.1523 -0.05 0.06 0.04
C 6.4248 -7.7841 2.9083 0.03 0.37 -0.12
O 7.4760 -6.8298 2.9631 0.10 0.05 0.07
H 6.8182 -8.7492 3.2191 0.06 0.05 0.02
H 5.6188 -7.4868 3.5854 -0.12 -0.20 -0.05
H 6.0459 -7.8598 1.8860 -0.15 -0.14 0.07
H 7.1048 -5.9851 2.6843 0.00 -0.10 -0.08
C -5.7760 7.2554 -5.8082 -0.13 0.07 0.13
O -6.5438 6.1735 -5.2886 -0.04 -0.18 0.25
H -4.8541 6.8479 -6.2148 -0.08 -0.08 -0.03
H -6.3288 7.7632 -6.6015 0.12 0.07 -0.03
H -5.5373 7.9649 -5.0110 0.06 0.10 -0.10
H -7.3586 6.5393 -4.9290 0.05 -0.06 -0.08
C -7.2511 4.0387 -0.1591 0.03 0.03 0.31
O -5.9436 3.7257 0.3304 0.14 -0.10 -0.13
H -7.2466 3.9408 -1.2426 0.09 -0.06 0.03
H -7.9809 3.3437 0.2634 -0.10 0.03 -0.13
H -7.5115 5.0621 0.1091 -0.08 -0.02 -0.08
H -5.9689 3.8191 1.2883 0.02 0.05 -0.10
C -2.8188 0.8915 8.1976 0.10 0.00 0.32
O -1.4992 0.6235 8.6650 -0.01 0.00 -0.07
H -2.8222 0.8070 7.1129 0.07 -0.02 0.02
H -3.5221 0.1681 8.6163 -0.12 0.05 -0.11
H -3.1215 1.9024 8.4799 -0.13 -0.01 -0.10
H -1.5135 0.7024 9.6244 0.10 -0.03 -0.09
C 10.0109 -4.7786 -1.0523 -0.34 -0.10 -0.20
O 8.8240 -4.2974 -1.6930 -0.12 -0.03 0.05
H 10.4697 -3.9595 -0.5129 -0.07 0.03 -0.06
H 9.7588 -5.5761 -0.3487 0.18 -0.01 0.05
H 10.7125 -5.1539 -1.8009 0.12 -0.02 0.12
H 8.4339 -5.0400 -2.1655 0.01 0.12 0.00
C -4.2364 -4.6082 -2.4432 0.02 0.40 -0.14
O -3.1707 -3.6689 -2.3598 0.16 -0.05 0.16
H -3.8797 -5.5824 -2.1154 0.09 0.06 0.01
H -5.0599 -4.2914 -1.7985 -0.11 -0.21 -0.04
H -4.5795 -4.6837 -3.4776 -0.16 -0.15 0.06
H -3.5155 -2.8175 -2.6566 -0.03 0.05 -0.05
C -2.5331 4.5265 -7.7480 -0.11 0.00 0.34
O -3.7369 4.7471 -7.0228 0.11 0.05 0.00
H -2.7393 4.6693 -8.8061 -0.06 0.01 0.03
H -1.7646 5.2381 -7.4332 0.11 -0.05 -0.13
H -2.1758 3.5058 -7.5869 0.12 0.02 -0.12
H -3.5388 4.6167 -6.0875 -0.24 -0.06 -0.02
C 13.6892 -4.1971 -0.3564 -0.02 -0.02 0.31
O 12.5095 -4.0642 0.4328 0.15 0.01 0.08
H 13.4198 -4.0557 -1.4006 -0.07 0.01 0.04
H 14.4232 -3.4406 -0.0697 0.09 -0.04 -0.13
H 14.1192 -5.1932 -0.2283 0.10 0.03 -0.12
H 12.7637 -4.1919 1.3527 -0.08 0.02 -0.07
C -6.3009 -1.5177 -2.7367 0.19 0.14 0.29
O -4.9758 -0.9818 -2.7681 0.12 -0.22 -0.02
H -6.5896 -1.7953 -3.7472 0.11 0.04 -0.02
H -6.3237 -2.4023 -2.0966 -0.23 -0.03 -0.05
H -6.9973 -0.7678 -2.3559 -0.12 -0.09 -0.04
H -4.7430 -0.7427 -1.8640 0.00 0.12 -0.12
C -5.0297 7.1223 0.8571 -0.17 0.21 0.06
O -6.4278 6.9319 1.0582 0.04 0.00 0.03
H -4.5770 6.1508 0.6721 -0.11 -0.03 -0.02
H -4.8565 7.7693 -0.0061 0.16 -0.03 0.01
H -4.5772 7.5677 1.7468 0.13 -0.01 -0.06
H -6.8159 7.7982 1.2195 -0.03 -0.12 0.01
```
Positions in Å, forces in eV/Å.

## Properties
Frontier orbital gap: 0.2621 Eh
Total energy: -4984.72003 Ha
F_max: 2.18 eV/Å
Total charge: +1
HOMO level: -11.35 eV

A 2-piece molecular cluster, C8H18N2OPS overall at a distorted geometry. Source: OMol25; level of theory: ωB97M-V/def2-TZVPD.

The geometry in XYZ format:
```
31
Properties=species:S:1:pos:R:3:forces:R:3
C 1.5647 -1.0337 -1.8107 -1.90 0.35 -0.94
C 3.0863 -0.7787 -3.4912 0.83 1.05 0.04
C 3.4373 0.0025 -2.1471 -0.09 2.44 -2.17
C -3.4286 1.9872 3.4089 -1.99 -0.77 -0.23
C 0.7788 -1.6502 -4.1098 -0.24 1.93 -1.11
C -1.9855 1.7196 3.8143 0.03 1.40 0.08
C -1.0248 0.9713 2.8917 0.94 -2.36 2.68
C -1.4019 -0.5910 2.7219 0.35 3.53 -3.59
N 1.7831 -1.2599 -3.1119 -0.72 -0.82 0.54
N 0.4577 -1.2597 -1.1048 1.57 0.89 -0.58
O 2.4241 -0.3086 -1.1968 1.89 -1.58 0.24
P 0.1592 0.0119 0.1089 -3.69 0.13 0.33
S -0.1105 -1.3654 1.6443 -0.09 -0.50 0.80
H 3.0425 -0.1284 -4.3876 -0.38 0.16 0.71
H 3.7920 -1.5524 -3.8567 -0.34 0.00 1.01
H 4.4567 -0.1477 -1.8641 0.28 -0.33 0.87
H 3.1869 1.0921 -2.1685 1.19 -0.56 -1.08
H -3.6130 2.3229 2.3428 0.56 -0.40 1.11
H -3.8738 2.7729 4.0645 0.47 -0.47 -0.47
H -4.1084 1.0882 3.5896 0.90 0.95 -0.42
H -0.1293 -2.0620 -3.6868 -0.02 0.20 0.15
H 0.5699 -0.7763 -4.8282 -0.12 -0.66 1.63
H 1.1441 -2.3126 -4.8535 0.83 -1.31 -0.01
H -1.9475 1.3268 4.8493 -0.05 -0.26 -0.64
H -1.5664 2.7256 3.9489 0.26 -0.12 -0.11
H -0.0464 1.0019 3.4654 -0.79 -0.07 -0.86
H -0.8227 1.3926 1.9131 -0.48 0.32 -0.11
H -1.6877 -1.1644 3.5601 0.16 -0.59 0.95
H -2.2104 -0.5134 1.9627 -0.19 -0.50 0.73
H 0.0024 -2.0358 -1.4853 -1.95 -1.17 0.15
H -1.9288 0.5247 -0.1835 2.77 -0.88 0.31
```
Positions in Å, forces in eV/Å.

## Properties
Frontier orbital gap: 0.2915 Eh
Total energy: -1239.55660 Ha
F_max: 5.05 eV/Å
Total charge: +1
HOMO level: -11.58 eV

Q: F_max of number 5 (C19H70BBrO17P)?
A: 2.18 eV/Å

Q: Which formula does entry 5 have?
A: C19H70BBrO17P

Q: The lowest total energy belongs to which entry?
A: C19H70BBrO17P

Q: What is the F_max in the third record?
A: 7.25 eV/Å